The following is a DFT calculation (wB97M-V/def2-TZVPD) of a 7-piece molecular cluster, C24H63BF4N3O12 overall at a distorted geometry.

Geometry as XYZ:
```
107
Properties=species:S:1:pos:R:3:lowdin_charge:R:1
B -0.56562 0.01995 -0.32171 -1.380
F -0.09529 -0.74585 0.61411 0.248
F 0.00294 -0.33994 -1.53364 0.131
F -1.92660 -0.31838 -0.45453 0.109
F -0.38959 1.42675 -0.14208 0.101
C -5.75438 3.44830 -5.86509 -0.134
O -4.40104 3.41535 -5.44001 -0.209
C -4.31914 2.84980 -4.06375 -0.149
C -2.75737 2.67078 -3.76344 -0.154
N -2.11609 4.03244 -3.94018 -0.065
C -0.71854 3.92952 -4.21744 -0.229
C 0.03662 3.58623 -2.92074 -0.203
O 1.41070 3.55565 -3.23800 -0.209
C 2.19307 4.75722 -3.14611 -0.084
H -6.29579 2.51891 -5.68842 0.083
H -5.70773 3.56564 -6.94775 0.080
H -6.32149 4.31162 -5.51699 0.081
H -4.76573 1.87034 -3.89249 0.114
H -4.73382 3.57895 -3.36770 0.112
H -2.36543 1.88093 -4.40423 0.104
H -2.47202 2.19454 -2.82542 0.083
H -2.75270 4.55083 -4.52849 0.090
H -0.43590 4.97338 -4.35375 0.105
H -0.50199 3.39722 -5.14364 0.123
H -0.38570 2.66669 -2.51554 0.101
H -0.19997 4.30932 -2.14018 0.127
H 3.23207 4.62173 -3.44648 0.084
H 2.19884 5.10282 -2.11236 0.080
H 1.69325 5.51423 -3.75043 0.072
C -0.64997 -4.62581 -1.58052 -0.105
O -0.05711 -4.25324 -2.84564 -0.169
C -1.04106 -3.58977 -3.63730 -0.214
C -0.33037 -2.67266 -4.72839 -0.148
N 0.58361 -1.67779 -3.98502 -0.036
C 0.87016 -0.55496 -4.89099 -0.216
C 1.88938 0.29215 -4.23096 -0.179
O 2.96442 -0.59465 -3.78287 -0.195
C 4.06982 0.01645 -3.14747 -0.144
H -0.98711 -5.65893 -1.66487 0.073
H -1.48547 -3.98340 -1.30239 0.079
H -0.06279 -4.62875 -0.66220 0.075
H -1.77537 -3.01376 -3.07417 0.108
H -1.62614 -4.31557 -4.20210 0.102
H -1.06356 -2.14023 -5.33424 0.091
H 0.32923 -3.20360 -5.41478 0.103
H 0.03859 -1.39198 -3.18416 0.070
H -0.04587 0.02514 -5.00270 0.102
H 1.06067 -1.00372 -5.86588 0.113
H 1.49206 0.81799 -3.36277 0.106
H 2.50588 1.01447 -4.76600 0.113
H 3.86842 0.54833 -2.21761 0.080
H 4.63210 0.76386 -3.70721 0.064
H 4.81197 -0.78161 -3.12722 0.077
C 4.93626 -3.63377 9.48096 -0.121
O 3.86846 -3.03755 8.74625 -0.196
C 4.32740 -2.50315 7.49918 -0.206
C 3.10362 -1.64408 7.06462 -0.181
N 3.36207 -0.60260 6.00336 -0.063
C 2.24099 0.26681 5.96787 -0.236
C 0.97728 -0.18986 5.06824 -0.171
O 1.34425 -0.09709 3.68946 -0.202
C 1.26003 1.16829 3.13629 -0.123
H 5.63992 -2.96031 9.97027 0.083
H 5.43700 -4.47467 9.00113 0.084
H 4.39264 -4.09175 10.30729 0.081
H 4.50275 -3.16196 6.64870 0.122
H 5.08196 -1.75541 7.74341 0.120
H 3.06837 -0.94689 7.90175 0.106
H 2.18236 -2.21507 6.94903 0.115
H 3.55599 -0.91991 5.06431 0.107
H 2.46283 1.24148 5.53321 0.100
H 1.87813 0.45338 6.97862 0.108
H 0.24218 0.58642 5.28061 0.105
H 0.74820 -1.21244 5.36816 0.113
H 2.20532 1.68300 3.30830 0.081
H 0.46643 1.82720 3.48861 0.095
H 1.15797 0.98366 2.06690 0.085
C 3.89984 -3.00764 -0.78693 -0.258
C 2.85876 -2.04848 -0.45387 -0.236
O 1.69091 -2.48178 -1.19779 -0.061
O 4.16288 -3.10231 -2.20388 -0.048
H 3.80686 -3.99641 -0.33772 0.119
H 4.70933 -2.48416 -0.27821 0.108
H 3.19218 -1.02936 -0.64960 0.107
H 2.60570 -2.03200 0.60622 0.122
H 0.94732 -1.98346 -0.85086 0.041
H 4.89597 -3.71964 -2.25940 0.073
C -3.72265 2.12783 0.02634 -0.249
C -5.04805 1.41886 -0.06987 -0.270
O -4.83151 0.13143 -0.54653 -0.052
O -2.92410 1.83742 1.16277 -0.056
H -3.95351 3.18626 -0.09423 0.116
H -3.12639 1.90489 -0.85846 0.093
H -5.74594 2.00653 -0.66628 0.099
H -5.60248 1.42639 0.86856 0.116
H -3.91370 0.02812 -0.80837 0.053
H -2.35961 1.10213 0.91321 0.032
C -3.52312 -0.61947 4.63435 -0.193
C -2.49830 -0.51096 3.48230 -0.270
O -1.93899 -1.69120 3.17175 -0.042
O -4.94875 -0.89536 4.49415 -0.092
H -3.58561 0.38990 5.04099 0.097
H -3.18441 -1.09907 5.55270 0.110
H -1.76244 0.24660 3.75192 0.114
H -2.95269 -0.33927 2.50652 0.121
H -1.01913 -1.47166 3.00664 0.076
H -5.34766 -0.79066 5.36105 0.064
```

Computed properties:
Frontier orbital gap: 7.56 eV
Net charge: -1
E_LUMO: 2.281 eV